Record 1
25
Properties=species:S:1:pos:R:3:nbo_charge:R:1 method="wB97M-V/def2-TZVPD" homo_energy_ha=-0.6966 max_force_ev_per_a=0.3 relative_energy_kj_mol=0.0 charge=+2
Hg 0.016 -0.007 0.120 1.740
O -1.275 -1.719 -0.977 -0.994
H -1.415 -2.639 -0.719 0.521
H -1.833 -1.563 -1.748 0.512
O -1.874 1.484 -0.732 -0.999
H -1.820 2.414 -0.475 0.510
H -2.728 1.386 -1.174 0.516
O 1.507 0.266 2.090 -0.993
H 1.888 0.904 2.706 0.515
H 1.953 -0.570 2.272 0.508
O 0.987 2.230 -0.136 -0.994
H 1.290 2.895 0.496 0.521
H 1.085 2.641 -1.003 0.507
O 0.239 -2.299 1.359 -0.995
H 0.866 -3.030 1.284 0.507
H -0.328 -2.532 2.105 0.510
O 0.278 0.447 -2.618 -0.980
H -0.101 1.333 -2.663 0.487
H 0.153 0.112 -3.516 0.510
O -1.451 0.427 1.950 -0.998
H -1.525 0.226 2.892 0.523
H -2.267 0.881 1.703 0.513
O 2.029 -0.928 -0.727 -0.976
H 1.936 -1.859 -0.971 0.506
H 2.391 -0.499 -1.516 0.523

Record 2
24
Properties=species:S:1:pos:R:3:nbo_charge:R:1 method="wB97M-V/def2-TZVPD" homo_energy_ha=-0.3043 max_force_ev_per_a=5.7 relative_energy_kj_mol=244.4 charge=0 smiles=C[C@@](N)(O)C(O)[C@](C)(N)O
C -0.887 -0.334 0.800 0.419
C 1.234 0.446 -0.656 0.386
C -0.544 -0.087 -0.610 0.077
C -2.452 -1.224 0.415 -0.684
C 2.114 -0.705 -1.114 -0.659
N -1.233 0.781 1.588 -0.876
N 1.838 1.090 0.485 -0.870
O -0.047 -1.185 1.491 -0.713
O 1.197 1.431 -1.692 -0.769
O -1.265 0.983 -1.178 -0.745
H -0.459 -1.295 2.364 0.486
H 2.006 1.959 -1.569 0.488
H -0.594 1.480 -1.699 0.511
H -0.524 -0.979 -1.234 0.179
H -0.447 1.217 2.051 0.362
H -1.756 1.459 1.035 0.396
H 1.255 1.849 0.822 0.361
H 1.907 0.410 1.244 0.379
H -3.183 -0.915 1.166 0.202
H -2.972 -1.104 -0.537 0.214
H -2.230 -2.283 0.565 0.201
H 3.145 -0.371 -1.308 0.213
H 1.744 -1.115 -2.058 0.220
H 2.151 -1.507 -0.372 0.221

Record 3
156
Properties=species:S:1:pos:R:3:lowdin_charge:R:1 method="wB97M-V/def2-TZVPD" homo_energy_ha="-0.0937 / -0.2149" s_squared=0.78 multiplicity=2 max_force_ev_per_a=4.6 charge=-1
Cl -0.512 0.160 -7.068 0.516
C 0.258 -1.094 -6.057 -0.594
C -0.826 -2.104 -5.420 -0.572
Cl -2.191 -2.710 -6.474 0.503
H 0.932 -0.607 -5.352 0.066
H 0.907 -1.628 -6.751 0.056
H -1.211 -1.634 -4.515 0.036
H -0.201 -2.975 -5.222 0.060
Cl 4.718 -3.303 2.924 0.633
C 3.791 -4.698 3.444 -0.677
C 4.248 -5.404 4.775 -0.611
Cl 5.815 -6.042 4.317 0.554
H 3.756 -5.364 2.582 0.049
H 2.794 -4.270 3.549 0.066
H 3.521 -6.208 4.887 0.075
H 4.398 -4.820 5.683 0.070
Cl -3.940 2.069 -4.544 0.646
C -2.904 2.734 -5.778 -0.670
C -2.827 4.237 -5.654 -0.727
Cl -1.569 5.139 -6.447 0.570
H -3.209 2.268 -6.715 0.073
H -1.955 2.224 -5.613 0.027
H -2.917 4.691 -4.668 0.060
H -3.759 4.680 -6.005 0.063
C 5.960 -4.194 -1.149 -0.104
C 5.320 -2.856 -1.092 -0.268
C 4.052 -2.650 -1.946 -0.167
C 4.228 -3.225 -3.305 -0.228
N 4.200 -3.758 -4.338 0.138
H 5.424 -4.948 -0.574 0.072
H 6.953 -4.093 -0.712 0.067
H 6.072 -4.646 -2.135 0.074
H 5.941 -1.996 -1.342 0.104
H 5.076 -2.646 -0.051 0.067
H 3.864 -1.608 -2.203 0.116
H 3.178 -3.077 -1.454 0.086
C 9.506 -1.669 2.952 -0.088
C 8.248 -2.406 2.324 -0.200
C 7.279 -1.222 2.007 -0.218
C 7.782 -0.498 0.888 -0.279
N 8.169 0.007 -0.043 0.179
H 9.997 -2.497 3.464 0.062
H 9.255 -1.052 3.815 0.050
H 10.155 -1.232 2.192 0.077
H 7.784 -3.041 3.079 0.081
H 8.495 -3.092 1.514 0.108
H 7.106 -0.665 2.928 0.110
H 6.296 -1.633 1.776 0.033
C -8.080 -1.260 -1.719 -0.100
C -7.480 -0.224 -0.724 -0.220
C -8.458 0.874 -0.342 -0.211
C -9.504 1.275 -1.285 -0.218
N -10.310 1.757 -1.986 0.126
H -8.217 -0.908 -2.742 0.074
H -8.847 -1.987 -1.455 0.075
H -7.347 -2.026 -1.971 0.045
H -6.723 0.408 -1.188 0.092
H -7.090 -0.731 0.159 0.115
H -7.878 1.710 0.051 0.094
H -8.972 0.474 0.532 0.119
C -3.466 0.691 -1.680 -0.090
C -3.027 -0.490 -2.293 -0.072
C -1.867 -1.047 -1.869 -0.015
C -1.104 -0.552 -0.808 -0.040
C -1.524 0.671 -0.154 -0.055
C -2.737 1.259 -0.587 0.024
C -0.891 1.126 1.094 -0.292
O -1.485 1.934 1.800 0.075
C 0.430 0.524 1.419 -0.016
C 1.178 1.077 2.527 0.007
C 2.407 0.569 2.767 -0.075
C 2.971 -0.423 1.961 -0.057
C 2.192 -1.042 1.005 -0.019
C 0.946 -0.611 0.653 -0.041
C 0.166 -1.188 -0.481 -0.330
O 0.690 -1.972 -1.170 0.160
H -4.385 1.168 -1.988 0.055
H -3.634 -0.959 -3.054 0.115
H -1.670 -1.991 -2.355 0.111
H -3.100 2.198 -0.197 0.103
H 0.842 1.911 3.125 0.101
H 2.975 0.969 3.594 0.096
H 4.000 -0.717 2.106 0.060
H 2.498 -1.901 0.425 0.102
C -9.512 6.185 -0.655 -0.074
C -8.854 6.994 -1.555 -0.046
C -7.415 6.979 -1.626 0.008
C -6.703 6.080 -0.830 -0.060
C -7.418 5.268 0.100 -0.094
C -8.805 5.356 0.202 -0.004
C -6.627 4.350 0.980 -0.230
O -7.062 3.472 1.764 0.041
C -5.157 4.667 1.246 -0.079
C -4.530 3.982 2.314 0.016
C -3.174 4.263 2.644 -0.055
C -2.535 5.342 2.019 -0.056
C -3.172 5.922 0.913 -0.013
C -4.446 5.589 0.420 -0.081
C -5.128 6.106 -0.815 -0.230
O -4.535 6.539 -1.812 0.080
H -10.591 6.142 -0.684 0.108
H -9.398 7.678 -2.190 0.101
H -6.910 7.577 -2.370 0.111
H -9.293 4.693 0.901 0.120
H -5.053 3.180 2.812 0.114
H -2.615 3.649 3.335 0.094
H -1.619 5.705 2.460 0.091
H -2.659 6.781 0.508 0.112
C 8.314 1.921 3.103 -0.078
C 8.309 1.558 4.420 -0.072
C 7.180 1.814 5.175 -0.027
C 6.156 2.530 4.680 -0.112
C 6.137 2.957 3.375 -0.076
C 7.202 2.540 2.495 0.043
C 5.065 3.808 2.825 -0.277
O 5.138 4.145 1.662 0.114
C 3.820 3.904 3.699 -0.081
C 2.794 4.602 3.134 -0.018
C 1.584 4.765 3.832 -0.038
C 1.407 4.047 5.029 -0.065
C 2.426 3.296 5.635 0.007
C 3.694 3.317 5.004 -0.082
C 4.887 2.579 5.512 -0.252
O 4.711 1.950 6.559 0.082
H 9.093 1.692 2.391 0.106
H 9.093 0.957 4.857 0.103
H 7.042 1.252 6.087 0.125
H 7.142 2.736 1.434 0.117
H 2.817 5.061 2.157 0.124
H 0.755 5.239 3.328 0.092
H 0.427 3.900 5.458 0.103
H 2.247 2.637 6.471 0.118
C -5.121 -4.524 -2.497 -0.110
C -4.746 -4.980 -3.760 -0.109
C -3.460 -5.380 -3.992 -0.055
C -2.472 -5.197 -3.040 -0.093
C -2.834 -4.674 -1.782 -0.129
C -4.184 -4.349 -1.516 -0.025
C -1.885 -4.559 -0.708 -0.348
O -2.204 -3.996 0.363 -0.032
C -0.460 -5.005 -0.989 -0.074
C 0.553 -4.848 -0.035 -0.053
C 1.850 -5.319 -0.216 -0.128
C 2.167 -5.928 -1.409 -0.082
C 1.176 -5.968 -2.459 -0.003
C -0.088 -5.484 -2.276 -0.127
C -1.040 -5.485 -3.382 -0.315
O -0.654 -5.947 -4.498 -0.036
H -6.183 -4.339 -2.422 0.082
H -5.486 -5.178 -4.521 0.093
H -3.271 -5.636 -5.024 0.105
H -4.371 -3.826 -0.590 0.105
H 0.212 -4.656 0.971 0.105
H 2.513 -5.169 0.623 0.070
H 3.194 -6.257 -1.473 0.084
H 1.608 -6.214 -3.417 0.108

Record 4
89
Properties=species:S:1:pos:R:3:lowdin_charge:R:1 method="wB97M-V/def2-TZVPD" homo_energy_ha=-0.1528 max_force_ev_per_a=3.9 charge=-1
O -0.809 3.181 3.177 0.056
C -1.562 3.098 2.234 -0.539
O -1.853 4.216 1.532 0.026
C -2.182 1.764 1.874 -0.237
C -3.334 1.880 0.815 -0.411
Nb -5.271 2.865 1.632 1.025
O -6.323 1.141 1.581 -0.544
Br -5.891 3.545 -0.814 -0.069
H -1.767 4.062 0.583 0.103
H -2.457 1.237 2.785 0.093
H -1.367 1.184 1.430 0.052
H -2.967 2.536 0.019 -0.005
H -3.606 0.928 0.366 0.005
H -6.720 3.808 2.272 -0.170
H -4.382 4.442 1.849 -0.150
H -4.762 2.419 3.320 -0.118
H -5.728 0.438 1.877 -0.039
C 0.847 -0.769 -3.117 -0.111
C 1.406 0.222 -2.102 -0.262
C 1.051 -0.144 -0.656 -0.179
C -0.400 -0.159 -0.462 -0.204
N -1.536 -0.171 -0.304 0.191
H -0.243 -0.791 -3.094 0.075
H 1.146 -0.491 -4.127 0.072
H 1.216 -1.776 -2.923 0.041
H 1.029 1.222 -2.329 0.110
H 2.493 0.260 -2.200 0.103
H 1.483 0.581 0.035 0.117
H 1.447 -1.129 -0.404 0.114
C -0.557 -5.579 -2.388 -0.105
C 0.780 -6.291 -2.218 -0.262
C 1.960 -5.320 -2.114 -0.204
C 2.068 -4.512 -3.329 -0.239
N 2.153 -3.872 -4.279 0.152
H -0.588 -5.002 -3.314 0.070
H -1.372 -6.302 -2.428 0.071
H -0.747 -4.900 -1.555 0.070
H 0.937 -6.968 -3.061 0.109
H 0.748 -6.903 -1.316 0.092
H 2.890 -5.871 -1.979 0.068
H 1.830 -4.656 -1.260 0.078
C 4.020 -5.246 2.927 -0.110
C 3.106 -6.455 3.083 -0.261
C 2.400 -6.840 1.777 -0.180
C 1.559 -5.740 1.299 -0.226
N 0.906 -4.876 0.925 0.181
H 3.458 -4.355 2.642 0.072
H 4.524 -5.025 3.868 0.072
H 4.785 -5.426 2.168 0.075
H 2.363 -6.246 3.853 0.113
H 3.694 -7.308 3.427 0.107
H 1.769 -7.716 1.931 0.119
H 3.131 -7.082 1.003 0.119
C 1.303 5.013 4.372 -0.114
C 1.810 6.185 3.543 -0.258
C 3.329 6.382 3.637 -0.198
C 3.746 6.654 5.015 -0.249
N 4.069 6.867 6.095 0.132
H 1.495 5.165 5.437 0.071
H 0.232 4.897 4.244 0.054
H 1.778 4.080 4.066 0.077
H 1.305 7.098 3.865 0.111
H 1.542 6.022 2.498 0.108
H 3.643 7.221 3.013 0.111
H 3.849 5.488 3.287 0.116
C -7.177 8.917 0.938 -0.110
C -7.927 8.952 -0.389 -0.271
C -8.887 7.770 -0.557 -0.195
C -8.154 6.502 -0.516 -0.211
N -7.555 5.523 -0.484 -0.002
H -6.548 8.030 1.019 0.078
H -6.527 9.788 1.032 0.067
H -7.871 8.921 1.781 0.075
H -7.206 8.956 -1.209 0.109
H -8.496 9.882 -0.458 0.100
H -9.412 7.839 -1.511 0.110
H -9.633 7.769 0.240 0.115
C 5.464 -5.583 -5.688 -0.110
C 6.399 -5.199 -4.547 -0.259
C 6.779 -6.391 -3.657 -0.186
C 5.585 -6.973 -3.044 -0.222
N 4.641 -7.430 -2.582 0.157
H 4.512 -5.961 -5.314 0.063
H 5.245 -4.714 -6.308 0.075
H 5.914 -6.349 -6.323 0.075
H 5.924 -4.426 -3.941 0.110
H 7.313 -4.766 -4.960 0.106
H 7.457 -6.072 -2.865 0.116
H 7.283 -7.162 -4.242 0.120

The following energy values (in eV) correspond, in order, to the records above: -20799.284 -14533.204 -173776.278 -115499.126.